Here is a 2-piece molecular cluster, C4H8O2 overall from the Open Molecules 2025 dataset. Energies are from ωB97M-V/def2-TZVPD.

Summary:
* gap between HOMO and LUMO: 0.370 Ha
* ΔE to the lowest compared entry with this formula, charge and spin: 41.47 kcal per mole
* LUMO energy: 0.969 eV
* calculated total energy: -307.6463 Ha

```
! RIJCOSX wB97M-V def2-TZVPD def2/J DEFGRID3
* xyz 0 1
C 0.1414 1.1042 -1.4342
C -1.1012 0.9189 -0.9835
O -1.8334 -0.2170 -1.0022
H 0.6077 2.0789 -1.3295
H 0.7022 0.3322 -1.9568
H -1.6699 1.7254 -0.5242
H -1.2455 -0.9854 -1.0971
C 0.4235 -0.3700 1.7104
C 0.8831 -1.1289 0.4967
O 0.1999 -1.9096 -0.1345
H 0.7625 -0.9002 2.6105
H -0.6660 -0.3200 1.7125
H 0.8622 0.6340 1.7316
H 1.9335 -0.9624 0.2004
*
```



Here is C13H15NS as an isolated structure from the Open Molecules 2025 dataset. Energies are from ωB97M-V/def2-TZVPD.

Summary:
* gap between HOMO and LUMO: 0.312 Ha
* ΔE to the lowest compared entry with this formula, charge and spin: 61.56 kcal per mole
* LUMO energy: 0.111 eV
* calculated total energy: -957.2020 Ha

```
! RIJCOSX wB97M-V def2-TZVPD def2/J DEFGRID3
* xyz 0 1
C -1.6648 1.2406 -0.0128
C -0.6389 1.9703 -0.5894
C -1.3336 0.3744 1.0058
C 0.6445 1.7877 -0.1309
C -0.0761 -0.0003 1.3571
C 0.9532 0.7373 0.7794
C -1.9543 -3.0474 -1.9556
C -1.6740 -2.3879 -3.1966
C 0.4423 -1.8993 -2.5183
C -0.9880 -3.0265 -0.9904
C 0.2895 -2.4418 -1.2613
C 1.1497 3.0124 3.0327
C 2.4025 0.6507 1.1895
N -0.5272 -1.8645 -3.4257
S 2.2297 1.5789 3.2921
H -2.7276 1.2418 -0.2935
H -0.8449 2.7198 -1.3497
H -2.1383 -0.3110 1.4963
H 1.4134 2.2643 -0.7287
H 0.1150 -0.7205 2.1353
H -2.9332 -3.4580 -2.0007
H -2.1851 -2.3066 -4.0941
H 1.4230 -1.4748 -2.6515
H -1.1595 -3.4797 -0.0106
H 0.9679 -2.4913 -0.4733
H 1.6372 3.8094 2.3810
H 0.0097 2.9060 2.9693
H 1.2658 3.5782 4.0232
H 3.0776 1.3776 0.6354
H 2.8245 -0.3395 1.3861
*
```



Here is one molecule with the formula C8H14O from the Open Molecules 2025 dataset. Energies are from ωB97M-V/def2-TZVPD.

Summary:
* gap between HOMO and LUMO: 0.391 Ha
* ΔE to the lowest compared entry with this formula, charge and spin: 33.98 kcal per mole
* LUMO energy: 0.718 eV
* calculated total energy: -388.3878 Ha

```
! RIJCOSX wB97M-V def2-TZVPD def2/J DEFGRID3
* xyz 0 1
C -2.8302 0.9087 2.8252
C -2.2640 0.5061 1.8456
C -1.5903 -0.0050 0.6394
O -2.0248 -1.3488 0.4547
C -0.0639 0.0207 0.8134
C 0.8182 -0.0290 -0.4777
C 2.0992 -0.8259 -0.1563
C 0.1491 -0.6823 -1.6970
C 1.2303 1.4043 -0.8707
H -3.3422 1.2497 3.6954
H -1.9111 0.5967 -0.2171
H -1.9534 -1.5578 -0.4883
H 0.2173 0.9216 1.3781
H 0.2096 -0.8231 1.4624
H 1.8566 -1.8624 0.1071
H 2.6421 -0.3843 0.6864
H 2.7784 -0.8556 -1.0156
H -0.1039 -1.7290 -1.5033
H 0.8213 -0.6712 -2.5637
H -0.7584 -0.1504 -2.0003
H 1.7610 1.9053 -0.0527
H 1.9028 1.3996 -1.7368
H 0.3565 2.0121 -1.1282
*
```



Here is a 2-piece molecular cluster, C26H25O5 overall from the Open Molecules 2025 dataset. Energies are from ωB97M-V/def2-TZVPD.

Summary:
* gap between HOMO and LUMO: 0.170 Ha
* ΔE to the lowest compared entry with this formula, charge and spin: 0.00 kcal per mole
* LUMO energy: 1.659 eV
* calculated total energy: -1381.9930 Ha

```
! RIJCOSX wB97M-V def2-TZVPD def2/J DEFGRID3
* xyz -1 1
C -1.6469 4.9593 0.7986
C -1.7307 3.6456 1.5418
O -0.4564 3.1559 1.8523
C -0.5521 1.9679 2.5285
C 0.7267 1.4068 2.8942
C 0.8212 0.1528 3.5560
O -0.1392 -0.5904 3.7228
C 2.1405 -0.3306 4.0908
C 3.0914 -0.7848 2.9891
C 3.4684 0.3293 1.9953
C 3.3155 1.7329 2.5883
C 1.8814 2.2648 2.4619
O -1.6309 1.4485 2.7902
H -2.6348 5.3458 0.5438
H -1.1291 5.7063 1.4022
H -1.0743 4.8401 -0.1225
H -2.2769 3.7446 2.4897
H -2.2365 2.8701 0.9515
H 2.5907 0.4494 4.7123
H 1.9410 -1.1603 4.7794
H 4.0036 -1.1873 3.4463
H 2.6351 -1.6259 2.4531
H 4.4938 0.1743 1.6341
H 2.8409 0.2674 1.0970
H 3.6343 1.7395 3.6371
H 4.0016 2.4286 2.0835
H 1.6987 2.4970 1.4025
H 1.7924 3.2317 2.9735
C 1.1757 -5.7571 -2.4797
C 0.1792 -5.3862 -1.5978
C -0.0950 -4.0410 -1.4385
C 0.6116 -3.0812 -2.1571
C 1.6006 -3.4558 -3.0455
C 1.8794 -4.8003 -3.1975
C 0.1477 -1.7408 -1.7712
O 0.5667 -0.6856 -2.1930
C -0.9028 -1.9310 -0.7607
C -1.6016 -0.9327 -0.1896
C -2.6279 -1.1131 0.8346
C -2.3865 -1.8931 1.9633
C -3.3698 -2.1067 2.8999
C -4.6166 -1.5428 2.7289
C -4.8747 -0.7555 1.6259
C -3.8885 -0.5356 0.6924
C -1.0693 -3.3806 -0.5574
O -1.8414 -3.9511 0.1812
H 1.4171 -6.8006 -2.6005
H -0.3758 -6.1117 -1.0270
H 2.1378 -2.6942 -3.5838
H 2.6602 -5.1056 -3.8745
H -1.4017 0.0698 -0.5260
H -1.4176 -2.3463 2.0809
H -3.1700 -2.7220 3.7621
H -5.3949 -1.7248 3.4505
H -5.8555 -0.3304 1.4814
H -4.0892 0.0609 -0.1795
*
```



Here is a 2-piece molecular cluster, C4H14N2 overall from the Open Molecules 2025 dataset. Energies are from ωB97M-V/def2-TZVPD.

Summary:
* gap between HOMO and LUMO: 0.336 Ha
* ΔE to the lowest compared entry with this formula, charge and spin: 18.41 kcal per mole
* LUMO energy: 1.035 eV
* calculated total energy: -270.2662 Ha

```
! RIJCOSX wB97M-V def2-TZVPD def2/J DEFGRID3
* xyz 0 1
C 2.1221 -1.0172 -0.3924
N 1.6861 -0.0445 0.5799
C 1.7871 1.3565 0.2548
H 3.1266 -0.7699 -0.7553
H 1.4862 -1.1190 -1.2879
H 2.2436 -1.9852 0.0969
H 0.7483 -0.2808 0.8842
H 2.8236 1.7072 0.3075
H 1.4180 1.5802 -0.7515
H 1.2441 1.9151 1.0188
C -2.2346 -1.0984 0.6638
N -1.5089 0.1601 0.5663
C -1.4603 0.6670 -0.7875
H -1.6566 -1.8912 0.1637
H -3.1856 -1.1022 0.1395
H -2.2975 -1.4226 1.6821
H -2.0218 0.8240 1.1379
H -0.8751 1.5844 -0.8432
H -1.0197 -0.0611 -1.4697
H -2.4255 0.9978 -1.2078
*
```



The highest ΔE to the lowest compared entry with this formula, charge and spin belongs to which entry?
C13H15NS